Entry 1:
{
  "formula": "C17H17NO3S",
  "method": "ωB97M-V/def2-TZVPD",
  "orbital_gap_ha": 0.2985,
  "multiplicity": 1,
  "smiles": "COC(=O)c1ccccc1NC(=O)CSc1ccc(C)cc1",
  "lumo_energy_ev": 0.2240,
  "charge": 0,
  "homo_energy_ev": -7.90,
  "e_above_lowest_kj_mol": 42.2,
  "species": ["C", "O", "C", "O", "C", "C", "C", "C", "C", "C", "N", "C", "O", "C", "S", "C", "C", "C", "C", "C", "C", "C", "H", "H", "H", "H", "H", "H", "H", "H", "H", "H", "H", "H", "H", "H", "H", "H", "H"],
  "xyz": [[1.213, 0.247, 5.491], [0.018, 0.207, 4.726], [0.127, -0.297, 3.494], [1.196, -0.696, 3.061], [-1.147, -0.309, 2.756], [-2.295, 0.206, 3.366], [-3.506, 0.215, 2.709], [-3.589, -0.293, 1.420], [-2.473, -0.809, 0.794], [-1.239, -0.830, 1.446], [-0.099, -1.343, 0.848], [0.038, -1.940, -0.373], [-0.845, -2.109, -1.177], [1.472, -2.402, -0.602], [1.904, -2.401, -2.369], [1.497, -0.760, -2.888], [1.348, -0.560, -4.257], [1.049, 0.694, -4.745], [0.885, 1.777, -3.886], [0.548, 3.131, -4.432], [1.039, 1.563, -2.525], [1.351, 0.311, -2.022], [1.619, -0.760, 5.615], [0.942, 0.671, 6.454], [1.962, 0.867, 4.995], [-2.214, 0.600, 4.366], [-4.382, 0.616, 3.195], [-4.534, -0.288, 0.897], [-2.540, -1.203, -0.206], [0.722, -1.279, 1.453], [1.556, -3.450, -0.306], [2.199, -1.816, -0.039], [1.466, -1.399, -4.926], [0.934, 0.838, -5.810], [-0.425, 3.109, -4.923], [0.519, 3.875, -3.640], [1.286, 3.437, -5.172], [0.920, 2.388, -1.836], [1.477, 0.193, -0.957]],
  "atomic_forces_ev_per_a": [[0.46, -0.06, 0.10], [-0.36, 0.02, -0.16], [0.32, -0.07, 0.01], [-0.07, 0.08, 0.17], [-0.31, 0.02, -0.12], [0.08, -0.05, -0.09], [-0.11, 0.04, 0.03], [0.14, 0.04, 0.18], [-0.07, -0.07, -0.21], [-0.22, 0.12, 0.18], [0.39, 0.04, 0.35], [0.10, -0.06, 0.14], [-0.15, -0.06, -0.07], [0.17, 0.10, -0.84], [0.04, -0.15, 0.25], [0.09, -0.19, 0.22], [0.02, -0.07, 0.11], [0.03, 0.05, 0.09], [0.02, 0.00, 0.05], [-0.02, -0.04, -0.03], [-0.02, 0.07, -0.08], [0.02, -0.06, -0.07], [-0.03, 0.11, 0.02], [-0.01, -0.02, -0.06], [-0.06, -0.05, 0.08], [-0.01, 0.02, 0.04], [-0.06, 0.04, 0.05], [-0.07, -0.01, -0.06], [0.02, -0.01, 0.00], [-0.15, -0.05, -0.26], [0.02, 0.04, 0.05], [-0.10, -0.04, 0.11], [-0.03, -0.08, -0.12], [-0.01, 0.01, -0.12], [-0.06, 0.09, -0.03], [-0.01, 0.09, 0.01], [0.01, 0.09, -0.04], [-0.02, 0.10, 0.04], [0.02, -0.03, 0.10]],
  "nbo_charge": [-0.259, -0.498, 0.799, -0.638, -0.258, -0.131, -0.252, -0.155, -0.271, 0.294, -0.653, 0.677, -0.587, -0.640, 0.267, -0.069, -0.248, -0.196, -0.033, -0.624, -0.189, -0.272, 0.196, 0.199, 0.195, 0.231, 0.217, 0.218, 0.261, 0.441, 0.261, 0.227, 0.217, 0.210, 0.219, 0.213, 0.217, 0.207, 0.208]
}

---

Entry 2:
{
  "formula": "C17H17NO5",
  "method": "ωB97M-V/def2-TZVPD",
  "orbital_gap_ha": 0.3419,
  "multiplicity": 1,
  "smiles": "COC(=O)COc1cccc(NC(=O)COc2ccccc2)c1",
  "lumo_energy_ev": 0.7283,
  "charge": 0,
  "homo_energy_ev": -8.57,
  "e_above_lowest_kj_mol": 120.5,
  "species": ["C", "O", "C", "O", "C", "O", "C", "C", "C", "C", "C", "N", "C", "O", "C", "O", "C", "C", "C", "C", "C", "C", "C", "H", "H", "H", "H", "H", "H", "H", "H", "H", "H", "H", "H", "H", "H", "H", "H", "H"],
  "xyz": [[-2.724, -2.697, -5.547], [-2.363, -2.633, -4.174], [-2.100, -3.786, -3.582], [-2.164, -4.863, -4.114], [-1.732, -3.611, -2.112], [-1.389, -2.276, -1.857], [-1.140, -1.899, -0.572], [-1.152, -2.752, 0.525], [-0.890, -2.240, 1.787], [-0.618, -0.901, 1.969], [-0.600, -0.045, 0.867], [-0.328, 1.306, 1.099], [-0.128, 2.308, 0.210], [-0.174, 2.222, -0.995], [0.148, 3.652, 0.904], [0.620, 3.543, 2.225], [1.916, 3.133, 2.424], [2.377, 3.211, 3.737], [3.661, 2.811, 4.046], [4.499, 2.330, 3.052], [4.039, 2.248, 1.751], [2.751, 2.644, 1.428], [-0.859, -0.544, -0.398], [-3.639, -3.280, -5.671], [-1.928, -3.167, -6.128], [-2.878, -1.670, -5.867], [-2.609, -3.921, -1.523], [-0.906, -4.300, -1.887], [-1.358, -3.804, 0.418], [-0.900, -2.904, 2.638], [-0.415, -0.513, 2.957], [-0.232, 1.562, 2.076], [-0.804, 4.188, 0.979], [0.824, 4.241, 0.274], [1.710, 3.592, 4.494], [4.009, 2.878, 5.065], [5.504, 2.019, 3.294], [4.683, 1.870, 0.972], [2.413, 2.558, 0.407], [-0.849, 0.100, -1.261]],
  "atomic_forces_ev_per_a": [[-0.10, -0.22, -0.35], [0.01, 0.37, 0.17], [0.14, -0.09, 0.26], [0.00, -0.03, 0.08], [-0.06, -0.27, -0.03], [0.07, 0.17, 0.11], [0.05, 0.07, 0.32], [-0.08, -0.23, -0.33], [0.02, 0.19, 0.03], [0.00, -0.03, 0.05], [-0.09, -0.37, -0.28], [-0.05, -0.01, 0.51], [0.14, 0.33, 0.38], [-0.03, 0.03, -0.22], [-0.08, 0.14, -0.36], [0.04, -0.05, 0.22], [0.22, -0.01, 0.16], [-0.20, 0.04, -0.13], [-0.04, 0.00, -0.01], [0.14, -0.06, -0.05], [0.10, -0.01, 0.09], [-0.31, 0.12, -0.11], [-0.03, -0.04, -0.24], [0.07, 0.06, -0.01], [-0.07, 0.05, 0.03], [0.01, -0.05, 0.04], [0.13, 0.03, -0.07], [-0.16, 0.10, -0.06], [-0.02, -0.10, -0.05], [0.00, -0.05, 0.07], [0.03, 0.04, 0.11], [0.02, 0.04, -0.24], [0.14, -0.07, -0.07], [-0.07, -0.16, 0.04], [-0.07, 0.05, 0.09], [0.02, 0.01, 0.09], [0.08, -0.03, 0.01], [0.05, -0.03, -0.07], [-0.02, 0.01, -0.11], [0.00, 0.06, -0.05]],
  "nbo_charge": [-0.261, -0.482, 0.776, -0.595, -0.164, -0.477, 0.312, -0.330, -0.171, -0.267, 0.162, -0.604, 0.652, -0.600, -0.165, -0.504, 0.281, -0.262, -0.188, -0.238, -0.199, -0.262, -0.250, 0.193, 0.195, 0.199, 0.204, 0.206, 0.219, 0.216, 0.208, 0.415, 0.223, 0.209, 0.224, 0.216, 0.216, 0.217, 0.220, 0.257]
}

---

Entry 3:
{
  "formula": "C17H17NO7STc",
  "method": "ωB97M-V/def2-TZVPD",
  "orbital_gap_ha": [0.2583, 0.2305],
  "multiplicity": 4,
  "lumo_energy_ev": [-8.0952, -8.8518],
  "charge": 2,
  "homo_energy_ev": [-15.12, -15.12],
  "s_squared": 3.77,
  "species": ["Tc", "C", "C", "O", "C", "C", "C", "C", "C", "C", "O", "H", "H", "H", "H", "H", "H", "H", "O", "C", "O", "C", "C", "C", "C", "C", "C", "N", "O", "O", "H", "H", "H", "H", "C", "S", "C", "O", "H", "H", "H", "H", "H", "H"],
  "xyz": [[-0.266, 0.554, -1.729], [2.362, -2.695, -2.285], [1.030, -2.046, -2.198], [1.077, -0.752, -2.127], [-0.190, -2.756, -2.216], [-0.185, -4.169, -2.331], [-1.359, -4.870, -2.400], [-2.578, -4.185, -2.359], [-2.631, -2.807, -2.244], [-1.445, -2.099, -2.165], [-1.534, -0.755, -2.048], [3.145, -1.944, -2.280], [2.436, -3.295, -3.194], [2.494, -3.367, -1.434], [0.757, -4.697, -2.367], [-1.347, -5.946, -2.489], [-3.505, -4.742, -2.416], [-3.572, -2.277, -2.207], [0.149, -1.222, 0.553], [-0.020, -0.119, 0.991], [-0.130, 0.941, 0.083], [-0.129, 0.295, 2.396], [-0.402, 1.612, 2.762], [-0.495, 1.947, 4.099], [-0.310, 0.948, 5.038], [-0.042, -0.367, 4.704], [0.049, -0.695, 3.364], [-0.408, 1.310, 6.479], [-0.619, 2.474, 6.733], [-0.271, 0.413, 7.276], [-0.553, 2.372, 2.009], [-0.707, 2.952, 4.430], [0.089, -1.102, 5.484], [0.258, -1.711, 3.060], [-0.127, 5.009, -2.525], [0.290, 3.764, -1.323], [2.060, 3.932, -1.217], [0.113, 2.441, -2.179], [0.506, 4.913, -3.404], [0.004, 5.979, -2.042], [-1.179, 4.868, -2.770], [2.262, 4.851, -0.665], [2.505, 3.961, -2.209], [2.421, 3.083, -0.638]],
  "atomic_forces_ev_per_a": [[-0.04, -0.48, 0.10], [0.00, -0.01, -0.02], [-0.05, 0.07, 0.03], [0.14, 0.00, -0.11], [-0.07, -0.11, -0.02], [-0.01, 0.03, -0.01], [0.03, -0.02, 0.00], [-0.03, 0.01, 0.00], [0.12, -0.02, 0.00], [-0.01, -0.04, 0.02], [-0.06, 0.15, -0.10], [0.01, 0.00, 0.01], [-0.01, 0.00, 0.00], [0.00, 0.01, 0.01], [-0.01, 0.00, 0.00], [0.00, 0.00, 0.00], [0.00, 0.00, 0.00], [0.00, 0.02, 0.00], [-0.01, -0.11, 0.02], [-0.07, 0.08, -0.03], [0.06, 0.32, 0.13], [0.04, -0.07, -0.01], [-0.01, 0.04, -0.02], [0.01, -0.04, 0.05], [0.00, 0.00, -0.02], [-0.01, 0.04, 0.01], [0.01, -0.01, 0.00], [-0.02, 0.00, -0.05], [0.01, 0.00, 0.01], [0.01, -0.01, 0.02], [0.01, 0.00, -0.01], [-0.01, 0.01, -0.01], [0.00, 0.00, 0.00], [0.00, 0.00, 0.00], [-0.05, -0.02, 0.07], [0.06, 0.00, -0.09], [-0.06, -0.01, 0.06], [0.02, 0.16, 0.01], [0.01, -0.03, 0.01], [0.02, -0.01, 0.01], [0.01, 0.03, -0.01], [-0.01, 0.01, -0.02], [-0.04, -0.02, -0.02], [0.02, 0.02, 0.00]],
  "nbo_charge": [1.946, -0.715, 0.661, -0.612, -0.297, -0.075, -0.217, -0.059, -0.278, 0.461, -0.632, 0.265, 0.279, 0.282, 0.240, 0.258, 0.253, 0.259, -0.576, 0.777, -0.670, -0.142, -0.178, -0.186, 0.083, -0.191, -0.141, 0.523, -0.342, -0.332, 0.223, 0.270, 0.276, 0.246, -0.796, 1.255, -0.803, -0.956, 0.268, 0.281, 0.277, 0.282, 0.267, 0.267]
}